{
  "formula": "C2H11O4",
  "method": "ωB97M-V/def2-TZVPD",
  "species": ["C", "O", "C", "H", "H", "H", "H", "H", "H", "H", "O", "H", "H", "O", "H", "H", "O"],
  "xyz": [[0.0735, -1.0011, -0.0391], [0.5674, 0.2949, 0.1826], [-1.4392, -0.9999, -0.4171], [0.6416, -1.4417, -0.9106], [0.1573, -1.6389, 0.8830], [-1.7338, -2.0280, -0.4428], [-2.0199, -0.3951, 0.2331], [-1.6551, -0.6749, -1.4416], [-1.6362, 1.3045, -1.2864], [-0.3776, 1.4011, -0.7198], [-0.8571, 1.9184, -1.4216], [-0.6483, 1.3915, 2.5952], [0.3171, 0.7908, 1.6207], [0.1231, 0.9228, 2.6110], [3.4414, -0.0953, -0.0414], [2.0240, 0.0322, -0.5370], [3.0218, 0.2188, -0.8682]],
  "largest_force_ha_per_bohr": 0.07282,
  "orbital_gap_ha": 0.320,
  "e_lumo_ev": 3.995,
  "e_homo_ev": -4.7,
  "charge": -1
}

---

{
  "formula": "C4H12NiO10S4",
  "method": "ωB97M-V/def2-TZVPD",
  "species": ["Ni", "S", "O", "O", "O", "O", "S", "O", "O", "O", "O", "C", "S", "O", "C", "H", "H", "H", "H", "H", "H", "C", "S", "O", "C", "H", "H", "H", "H", "H", "H"],
  "xyz": [[0.2843, -0.1777, 0.9989], [-1.9952, 1.0391, 1.6161], [-1.5903, -0.3968, 1.9192], [-1.5821, 1.9620, 2.6614], [-1.1171, 1.2573, 0.3681], [-3.4340, 1.0961, 1.3375], [1.9434, 0.1502, 3.0972], [1.4119, 1.1156, 4.0405], [0.9847, -0.9904, 2.8516], [2.0137, 0.7509, 1.6993], [3.2499, -0.3684, 3.5287], [-0.7829, -2.3368, -1.9228], [-0.7870, -3.1260, -0.3050], [0.1408, -2.3481, 0.5507], [-2.4246, -2.5876, 0.2093], [0.0488, -2.7512, -2.4945], [-0.6417, -1.2654, -1.7868], [-1.7127, -2.5947, -2.4347], [-3.1929, -3.1745, -0.3021], [-2.5323, -1.5212, 0.0216], [-2.4241, -2.7649, 1.2816], [2.1811, 2.4817, -0.7605], [1.9367, 0.9802, -1.6827], [1.0706, 0.0243, -0.9343], [0.7221, 1.7138, -2.7951], [1.2116, 2.8684, -0.4569], [2.7301, 3.1628, -1.4262], [2.8169, 2.2457, 0.0826], [-0.1247, 1.9265, -2.1367], [0.4883, 0.9987, -3.5808], [1.1069, 2.6306, -3.2453]],
  "largest_force_ha_per_bohr": 0.02718,
  "spin_multiplicity": 3,
  "orbital_gap_ha": [0.193, 0.190],
  "e_lumo_ev": [4.025, 4.025],
  "e_homo_ev": [-1.2, -1.2],
  "charge": -2
}

---

{
  "formula": "CH2N2O2S",
  "method": "ωB97M-V/def2-TZVPD",
  "species": ["C", "N", "N", "O", "O", "S", "H", "H"],
  "xyz": [[0.6938, 1.2207, -0.0863], [-1.2431, -0.1867, 0.1459], [-0.0105, 0.0439, -0.1246], [-3.7539, -0.3119, 0.2968], [0.3290, 2.2959, 0.2995], [-2.7229, 0.4743, -0.2672], [1.7157, 1.1156, -0.4547], [-1.2100, -1.2059, 0.5399]],
  "largest_force_ha_per_bohr": 0.07234,
  "orbital_gap_ha": [0.282, 0.292],
  "e_lumo_ev": [-1.451, -1.353],
  "e_homo_ev": [-9.1, -9.3]
}

---

{
  "formula": "C41H42P2PbTe",
  "method": "ωB97M-V/def2-TZVPD",
  "species": ["Pb", "C", "C", "C", "C", "C", "C", "C", "C", "C", "H", "H", "H", "H", "H", "H", "H", "H", "H", "H", "H", "H", "H", "H", "H", "P", "P", "C", "C", "C", "C", "C", "C", "C", "C", "C", "C", "C", "C", "C", "C", "C", "C", "C", "C", "C", "C", "C", "C", "C", "C", "C", "C", "H", "H", "H", "H", "H", "H", "H", "H", "H", "H", "H", "H", "H", "H", "H", "H", "H", "H", "H", "H", "H", "H", "Te", "C", "C", "C", "C", "C", "C", "H", "H", "H", "H", "H"],
  "xyz": [[-4.9595, 1.3839, 0.2978], [-2.3602, 5.3440, 2.0394], [-1.3473, 4.8470, 1.3166], [-0.1261, 4.1468, 1.8270], [-0.2593, 2.6531, 2.2487], [-1.3266, 2.2861, 3.2185], [-1.9703, 3.1029, 4.0583], [-1.5976, 4.5164, 4.3728], [-2.3300, 5.5746, 3.5308], [-4.8929, 0.1305, 2.1179], [-3.1844, 5.8525, 1.5199], [-1.3873, 4.9566, 0.2235], [0.4064, 4.6905, 2.6208], [0.5480, 4.1356, 0.9535], [-0.4366, 2.0772, 1.3319], [0.7311, 2.3334, 2.6220], [-1.5810, 1.2097, 3.2374], [-2.9052, 2.7718, 4.5328], [-0.5195, 4.6803, 4.2764], [-1.8638, 4.7129, 5.4276], [-3.3656, 5.6996, 3.8845], [-1.8155, 6.5333, 3.7350], [-5.9448, 0.0066, 2.3797], [-4.3387, 0.6304, 2.9179], [-4.4468, -0.8340, 1.8823], [2.2671, -2.4617, -3.4952], [2.0394, -4.5897, -0.9427], [3.5809, -2.6494, -2.2487], [3.5092, -3.5686, -1.2467], [3.2798, -2.3342, -5.0525], [4.6206, -1.9202, -5.0838], [5.2864, -1.7846, -6.3098], [4.6282, -2.0938, -7.5041], [3.3085, -2.5609, -7.4765], [2.6409, -2.6963, -6.2597], [1.8117, -0.7246, -3.1397], [1.1166, -0.4991, -1.9356], [0.7510, 0.7970, -1.5787], [1.0625, 1.8757, -2.4196], [1.7421, 1.6434, -3.6212], [2.1127, 0.3463, -3.9888], [2.9918, -6.1972, -0.7165], [3.6079, -6.7363, -1.8660], [4.4285, -7.8605, -1.7592], [4.6238, -8.4662, -0.5105], [3.9847, -7.9595, 0.6251], [3.1591, -6.8327, 0.5235], [1.6493, -4.1677, 0.7930], [0.3674, -4.5378, 1.2518], [0.0229, -4.3412, 2.5864], [0.9334, -3.7504, 3.4726], [2.1820, -3.3317, 3.0009], [2.5347, -3.5172, 1.6587], [4.4092, -1.9262, -2.2986], [4.3876, -3.7939, -0.6185], [5.1539, -1.7008, -4.1588], [6.3200, -1.4332, -6.3218], [5.1458, -1.9728, -8.4555], [2.7996, -2.8159, -8.4079], [1.6188, -3.0792, -6.2326], [0.8834, -1.3469, -1.2875], [0.2165, 0.9627, -0.6424], [0.7716, 2.8901, -2.1296], [1.9814, 2.4819, -4.2772], [2.6454, 0.1791, -4.9267], [3.4663, -6.2487, -2.8345], [4.9177, -8.2586, -2.6504], [5.2658, -9.3434, -0.4300], [4.1250, -8.4362, 1.5969], [2.6764, -6.4378, 1.4212], [-0.3414, -4.9928, 0.5582], [-0.9611, -4.6491, 2.9445], [0.6619, -3.5988, 4.5209], [2.8891, -2.8541, 3.6809], [3.5005, -3.1707, 1.2939], [-5.4130, 3.4502, 2.3983], [-6.5144, 5.2577, 2.3214], [-6.1770, 6.3375, 3.1780], [-6.7829, 7.5896, 2.9763], [-7.7636, 7.7545, 1.9878], [-8.1932, 6.6458, 1.2490], [-7.6021, 5.3863, 1.4258], [-5.4396, 6.1747, 3.9606], [-6.4847, 8.4318, 3.5971], [-8.2033, 8.7371, 1.8178], [-9.0015, 6.7599, 0.5260], [-7.9279, 4.4976, 0.8883]],
  "largest_force_ha_per_bohr": 0.04347,
  "orbital_gap_ha": [0.167, 0.205],
  "e_lumo_ev": [-8.218, -7.475],
  "e_homo_ev": [-12.8, -13.1],
  "charge": 2
}

---

{
  "formula": "C32H56O20S4",
  "method": "ωB97M-V/def2-TZVPD",
  "species": ["C", "C", "C", "O", "C", "O", "O", "H", "H", "H", "H", "H", "H", "C", "C", "C", "O", "C", "O", "O", "H", "H", "H", "H", "H", "H", "C", "C", "C", "O", "C", "O", "O", "H", "H", "H", "H", "H", "H", "C", "C", "C", "O", "C", "O", "O", "H", "H", "H", "H", "H", "H", "C", "C", "C", "S", "O", "O", "C", "H", "H", "H", "H", "H", "H", "H", "H", "C", "C", "C", "S", "O", "O", "C", "H", "H", "H", "H", "H", "H", "H", "H", "C", "C", "C", "S", "O", "O", "C", "H", "H", "H", "H", "H", "H", "H", "H", "C", "C", "C", "S", "O", "O", "C", "H", "H", "H", "H", "H", "H", "H", "H"],
  "xyz": [[0.6610, 1.2149, -0.1820], [1.5140, 0.1769, 0.6260], [0.9650, 0.0779, 2.0720], [0.5740, -1.2421, 2.2390], [0.7960, -1.9811, 1.0940], [0.4070, -3.1271, 0.9780], [1.4430, -1.1261, 0.1510], [0.8320, 1.0329, -1.1530], [0.6030, 2.1849, 0.3290], [-0.3010, 0.9019, 0.0630], [2.5060, 0.5499, 0.6750], [0.2730, 0.7649, 2.4040], [1.7690, 0.4169, 2.9060], [4.2700, 2.9089, -0.4830], [4.9840, 2.2559, 0.6850], [6.1660, 3.0799, 1.3320], [5.4630, 3.7889, 2.3500], [4.2950, 3.1759, 2.6030], [3.5520, 3.4909, 3.5490], [4.0630, 2.1819, 1.7410], [4.8640, 3.1959, -1.2680], [3.9470, 3.8049, -0.2700], [3.3340, 2.4389, -0.7950], [5.2780, 1.2249, 0.6080], [6.6220, 3.9619, 0.7160], [6.9490, 2.6389, 1.7750], [-0.0900, 1.8149, 7.9010], [0.1480, 1.2099, 6.4900], [1.5450, 1.5559, 5.9820], [2.0250, 0.2989, 5.5480], [1.2820, -0.6861, 5.9610], [1.4990, -1.8821, 5.6630], [0.2940, -0.2441, 6.6670], [-1.1860, 1.6329, 8.1250], [0.1190, 2.8489, 7.9820], [0.6900, 1.2969, 8.5560], [-0.7550, 1.3339, 5.7060], [2.0720, 1.8449, 6.9450], [1.4160, 2.3529, 5.2060], [-4.4260, 4.0019, -1.8230], [-3.0370, 4.2229, -1.1060], [-1.9130, 3.4509, -1.8200], [-1.1130, 4.4719, -2.4010], [-1.6240, 5.7119, -2.0770], [-1.1640, 6.7599, -2.5400], [-2.7680, 5.5919, -1.4850], [-5.3840, 4.1909, -1.5720], [-4.3820, 2.9919, -1.8390], [-4.4270, 4.2659, -2.9660], [-3.0620, 4.0749, 0.0670], [-2.2320, 2.7539, -2.5990], [-1.5890, 2.7729, -1.0440], [-1.7670, -5.2931, 2.4300], [-0.6620, -6.3451, 2.5840], [-1.3000, -7.7141, 2.2180], [-2.2560, -7.3361, 0.7750], [-3.6680, -7.7071, 0.9920], [-1.5830, -7.6371, -0.4430], [-2.2120, -5.5481, 0.9800], [-1.2990, -4.2151, 2.5320], [-2.5050, -5.4941, 3.1800], [-0.1680, -6.4101, 3.5830], [0.0900, -5.8631, 1.9580], [-2.1220, -8.0501, 2.8920], [-0.4940, -8.4061, 1.9150], [-3.2060, -5.0991, 0.9040], [-1.5980, -5.2361, 0.2290], [4.8130, -0.9311, -4.1830], [5.1930, 0.3969, -3.5730], [4.4460, 1.4469, -4.2280], [2.9330, 0.8149, -4.8610], [2.8570, 1.1229, -6.2310], [1.9640, 1.1779, -3.9100], [3.3100, -0.9251, -4.5650], [5.1170, -1.6761, -3.6160], [5.3280, -1.0261, -5.2550], [6.2190, 0.6359, -3.4780], [4.6860, 0.0249, -2.6440], [5.1280, 1.9639, -4.9790], [4.4490, 2.3869, -3.5930], [3.0660, -1.5821, -5.5500], [2.5770, -1.1371, -3.6970], [-4.7160, -1.0151, 2.2260], [-5.8240, -0.3251, 1.3330], [-5.2690, 1.0609, 0.7500], [-3.6390, 0.5019, 0.3910], [-2.7750, 1.6169, 0.7220], [-3.7120, 0.0529, -0.9390], [-3.3930, -0.9081, 1.4990], [-5.0060, -2.0931, 2.3920], [-4.7450, -0.5461, 3.0990], [-6.8310, -0.1821, 2.0690], [-6.0180, -0.6751, 0.2270], [-5.2580, 1.9209, 1.4030], [-5.7830, 1.4479, -0.2410], [-2.7040, -0.5171, 2.2030], [-3.1670, -1.7071, 1.1050], [-0.6340, -1.5491, -3.6310], [-0.6600, -1.7381, -5.2030], [-0.6380, -0.3881, -5.8550], [-1.7950, 0.3259, -4.8320], [-3.0140, 0.0499, -5.4370], [-1.5520, 1.7289, -4.6000], [-1.5240, -0.5811, -3.3320], [0.4290, -1.1971, -3.1860], [-0.7000, -2.5491, -3.0840], [-1.4940, -2.2471, -5.5780], [0.0020, -2.3701, -5.6490], [-0.9510, -0.5871, -6.8820], [0.3820, 0.1669, -5.9820], [-2.5780, -0.8071, -3.1280], [-1.5310, 0.1349, -2.4980]],
  "largest_force_ha_per_bohr": 0.20182,
  "orbital_gap_ha": 0.362,
  "e_lumo_ev": -0.149,
  "e_homo_ev": -10.0
}